{
  "formula": "C26H29N5O3",
  "method": "ωB97M-V/def2-TZVPD",
  "elements": ["C", "C", "N", "C", "C", "C", "C", "N", "C", "O", "C", "O", "C", "C", "O", "C", "C", "N", "N", "C", "C", "C", "C", "C", "C", "C", "C", "C", "C", "C", "C", "C", "N", "C", "H", "H", "H", "H", "H", "H", "H", "H", "H", "H", "H", "H", "H", "H", "H", "H", "H", "H", "H", "H", "H", "H", "H", "H", "H", "H", "H", "H", "H"],
  "coordinates": [[3.82, -1.39, 2.96], [4.01, -2.24, 1.37], [3.97, -1.19, 0.48], [5.20, -0.18, 0.64], [6.56, -0.55, 0.82], [3.83, -1.84, -0.72], [3.11, -0.90, -1.85], [1.64, -0.58, -1.40], [0.59, -1.37, -2.11], [0.83, -2.36, -3.10], [-0.55, -1.10, -1.17], [-1.67, -1.69, -1.56], [-0.25, -0.32, -0.02], [-0.88, -0.01, 0.96], [-0.28, 0.81, 1.94], [-2.38, -0.06, 1.12], [-3.15, -0.24, 2.39], [-4.37, -0.40, 1.94], [-4.54, -0.06, 0.86], [-5.88, -0.07, 0.40], [-6.85, 0.55, 0.77], [-8.06, 0.39, 0.53], [-8.41, -0.32, -0.73], [-7.36, -0.49, -1.53], [-6.17, -0.69, -0.92], [-3.25, 0.25, 0.03], [-3.30, 0.58, -1.29], [1.38, -0.07, -0.11], [1.38, 1.55, -0.28], [1.16, 1.97, -1.64], [1.44, 3.38, -1.88], [1.82, 4.21, -0.93], [2.30, 3.44, 0.29], [2.06, 2.24, 0.45], [4.80, -0.84, 3.19], [3.08, -0.62, 2.80], [3.61, -2.19, 3.60], [3.19, -2.74, 1.42], [4.94, -2.68, 1.50], [5.14, 0.52, -0.07], [4.94, 0.45, 1.31], [6.65, -1.24, 1.48], [7.13, 0.19, 0.63], [6.76, -1.22, -0.19], [3.40, -2.66, -0.92], [4.84, -1.85, -1.45], [3.26, -1.24, -2.93], [3.54, 0.08, -1.80], [-1.00, 1.16, 2.70], [-2.63, -0.45, 3.26], [-6.64, 0.63, 1.98], [-8.91, 0.80, 1.17], [-9.46, -0.16, -1.22], [-7.60, -0.95, -2.52], [-5.27, -1.13, -1.54], [-2.37, 1.52, -1.35], [-4.15, 1.19, -1.74], [-3.11, -0.16, -1.72], [1.89, -0.26, 0.56], [0.71, 1.35, -2.41], [0.98, 4.03, -2.87], [1.98, 5.27, -0.90], [2.54, 1.92, 1.30]],
  "lowdin_charge": [0.01, -0.15, -0.15, -0.19, -0.04, -0.19, -0.03, -0.02, -0.12, -0.07, -0.18, 0.03, -0.06, -0.22, 0.02, -0.05, -0.03, 0.02, -0.06, -0.22, -0.20, -0.09, -0.06, -0.15, 0.01, -0.09, -0.05, -0.07, -0.14, 0.05, -0.12, -0.06, 0.11, -0.30, 0.07, 0.04, 0.02, 0.05, 0.09, 0.08, 0.04, 0.01, 0.03, 0.15, 0.04, 0.17, 0.14, 0.08, 0.22, 0.08, 0.20, 0.14, 0.14, 0.13, 0.16, 0.20, 0.13, -0.07, 0.00, 0.11, 0.17, 0.10, 0.12],
  "relative_energy_kj_mol": 2618.5,
  "smiles": "CCN(CC)CCN1C(=O)C(=O)/C(=C(/O)c2cnn(-c3ccccc3)c2C)[C@@H]1c1cccnc1",
  "total_energy_ev": -41000.6588,
  "homo_energy_ev": -8.6,
  "homo_lumo_gap_ev": 7.65,
  "max_force_ev_per_a": 18.99
}